{"formula": "C24H93CaN30O23", "method": "wB97M-V/def2-TZVPD", "total_charge": 1, "homo_lumo_gap_ha": 0.298, "elements": ["Ca", "C", "C", "O", "H", "H", "H", "H", "H", "C", "O", "H", "H", "H", "H", "C", "O", "H", "H", "H", "H", "C", "O", "H", "H", "H", "H", "C", "O", "H", "H", "H", "H", "C", "O", "H", "H", "H", "H", "C", "O", "H", "H", "H", "H", "C", "O", "H", "H", "H", "H", "C", "O", "N", "N", "H", "H", "H", "H", "C", "O", "N", "N", "H", "H", "H", "H", "C", "O", "N", "N", "H", "H", "H", "H", "C", "O", "N", "N", "H", "H", "H", "H", "C", "O", "N", "N", "H", "H", "H", "H", "C", "O", "N", "N", "H", "H", "H", "H", "C", "O", "N", "N", "H", "H", "H", "H", "C", "O", "N", "N", "H", "H", "H", "H", "C", "O", "N", "N", "H", "H", "H", "H", "C", "O", "N", "N", "H", "H", "H", "H", "C", "O", "N", "N", "H", "H", "H", "H", "C", "O", "N", "N", "H", "H", "H", "H", "C", "O", "N", "N", "H", "H", "H", "H", "C", "O", "N", "N", "H", "H", "H", "H", "C", "O", "N", "N", "H", "H", "H", "H"], "positions_angstrom": [[17.53382, -2.01306, -7.27739], [18.06406, 1.38561, -9.12312], [16.72488, 0.73780, -9.22442], [16.64062, -0.66275, -9.11779], [18.14071, 2.44119, -9.38385], [18.76118, 0.86453, -9.77932], [18.55406, 1.22491, -8.16282], [16.27324, 1.15966, -10.12228], [16.04493, 1.15712, -8.48284], [13.59719, -0.55240, -10.82890], [14.19572, -1.68435, -10.28584], [12.70343, -0.82040, -11.39234], [13.17456, 0.02953, -10.00985], [14.20064, 0.07758, -11.48240], [15.11530, -1.45756, -10.12915], [19.92878, 5.19146, -13.25917], [20.82751, 4.29419, -13.85218], [19.06687, 5.38357, -13.89816], [19.65743, 4.55104, -12.41992], [20.35566, 6.17824, -13.07992], [21.08233, 4.58261, -14.73165], [20.85695, 3.53392, -9.23802], [22.16470, 3.96983, -9.48445], [20.38832, 4.31348, -8.63737], [20.29234, 3.16958, -10.09625], [20.89841, 2.56002, -8.75027], [22.72565, 3.19342, -9.54865], [20.49372, 5.44634, -5.27741], [20.51010, 4.27141, -4.52522], [20.61842, 6.30462, -4.61718], [21.33645, 5.54730, -5.96131], [19.59022, 5.60384, -5.86647], [19.90840, 4.45327, -3.79962], [16.57618, 0.81919, -2.62400], [15.20374, 0.49865, -2.29472], [16.58839, 0.82640, -3.71391], [16.91058, 1.74794, -2.16173], [17.14631, -0.01462, -2.21435], [14.80864, 1.36729, -2.39937], [16.87983, 5.14841, -10.03242], [15.89998, 4.26967, -9.50195], [17.46748, 4.62075, -10.78364], [16.30798, 5.89137, -10.58839], [17.46241, 5.59387, -9.22603], [16.27223, 3.97934, -8.66604], [17.76438, -1.08705, -12.48781], [17.32744, -1.87624, -11.44318], [18.13946, -1.61539, -13.36433], [16.99423, -0.44657, -12.91764], [18.48665, -0.30997, -12.23766], [17.05394, -1.32170, -10.70881], [15.97348, 3.43237, -6.13139], [16.80545, 3.78755, -6.89640], [15.84145, 3.94111, -4.95089], [14.94159, 2.80578, -6.48702], [15.16085, 3.53778, -4.32303], [16.41800, 4.75319, -4.78293], [14.39372, 2.40398, -5.73970], [14.80246, 2.47477, -7.43104], [23.57525, 1.53469, -4.77578], [24.43662, 0.67012, -4.81556], [22.76923, 1.83871, -3.83579], [23.18106, 2.12752, -5.91292], [22.93026, 1.37574, -2.95271], [22.25939, 2.70891, -3.88993], [22.37503, 2.73301, -5.97456], [23.51400, 1.69867, -6.76459], [12.95823, 3.24711, -11.20332], [12.04043, 2.86190, -11.82796], [14.17892, 2.89741, -11.38598], [12.85994, 4.17416, -10.25923], [14.33355, 2.19166, -12.09175], [14.87816, 3.18847, -10.71781], [13.69778, 4.61494, -9.90731], [11.93200, 4.54970, -10.12512], [17.53488, 2.35515, -13.35922], [16.33057, 2.19820, -13.45309], [18.22415, 2.17373, -12.30775], [18.37179, 2.63809, -14.34040], [19.23164, 2.24411, -12.29700], [17.67384, 2.05068, -11.46983], [19.33686, 2.79203, -14.08537], [17.97052, 2.78620, -15.25536], [14.58650, -3.93392, -7.39145], [15.44626, -3.09710, -7.20631], [14.35724, -4.89384, -6.64739], [13.80610, -3.96197, -8.39122], [13.64733, -5.58026, -6.85941], [14.75695, -4.74674, -5.73159], [13.92920, -3.27561, -9.12187], [13.29668, -4.75686, -8.75003], [17.44384, -4.74772, -9.43822], [17.69065, -3.78924, -8.65559], [17.51837, -5.98145, -9.04584], [17.22446, -4.67410, -10.72799], [17.58947, -6.15282, -8.05303], [17.57081, -6.71064, -9.74272], [17.23329, -3.73123, -11.08996], [17.00853, -5.44276, -11.34656], [11.49944, 0.59719, -14.67759], [10.45743, 1.21066, -14.66978], [11.74938, -0.47812, -15.40977], [12.48420, 0.84689, -13.88728], [10.98617, -0.83425, -15.96725], [12.62605, -0.94173, -15.21844], [13.32563, 0.28823, -13.88898], [12.31165, 1.57845, -13.21263], [19.34531, -4.20859, -5.25639], [18.62333, -3.44496, -5.84109], [20.51306, -4.56713, -5.71408], [19.12123, -4.91847, -4.20209], [21.08386, -5.17326, -5.14234], [20.90979, -3.86336, -6.32023], [18.17996, -4.83502, -3.84551], [19.88175, -5.43887, -3.78870], [14.79959, -0.46656, -5.89723], [15.96234, -0.76129, -5.82081], [14.05082, -0.38760, -6.92710], [14.05547, -0.00146, -4.97537], [14.49201, -0.48807, -7.83007], [13.27037, 0.25065, -6.86670], [14.48442, 0.16508, -4.07628], [13.08620, 0.16988, -5.20177], [19.43077, 0.49395, -5.51263], [18.68531, -0.36839, -5.88317], [19.15899, 1.81546, -5.36993], [20.68095, 0.30060, -5.41712], [18.35216, 2.20500, -5.83617], [19.91311, 2.47143, -5.22465], [21.33499, 0.94297, -4.99323], [20.90001, -0.62828, -5.74774], [20.97305, 0.00783, -13.30762], [21.10601, 0.90807, -12.45368], [21.49419, -1.13007, -13.27485], [20.19059, 0.08889, -14.35494], [22.27171, -1.29801, -12.65247], [21.37986, -1.81953, -14.00401], [20.42955, -0.63675, -15.01558], [19.50080, 0.76918, -14.64041], [20.68169, -1.94617, -8.76834], [19.79500, -2.04369, -7.94009], [20.43090, -1.87147, -10.05405], [21.90517, -1.95375, -8.55984], [21.17521, -1.85535, -10.73657], [19.47087, -1.64156, -10.26756], [22.21010, -2.11650, -7.61083], [22.47343, -1.82280, -9.38448], [11.16466, 1.49574, -7.29227], [11.76018, 1.37066, -6.23927], [10.08273, 0.92134, -7.66693], [11.37077, 2.42293, -8.17736], [9.65668, 0.18793, -7.11858], [9.66257, 1.30981, -8.49919], [11.04904, 2.23641, -9.11640], [11.96100, 3.19121, -7.89190], [17.40958, 7.37207, -5.42760], [16.90923, 6.51473, -4.73408], [17.61580, 8.54586, -4.91439], [17.83047, 7.28798, -6.66181], [17.34093, 8.63504, -3.94661], [18.10711, 9.30842, -5.35849], [18.20253, 8.09246, -7.14604], [17.49220, 6.47146, -7.15065], [24.08592, 2.48764, -11.69603], [25.11324, 2.97979, -11.27365], [23.47072, 2.80972, -12.80721], [23.47173, 1.59138, -11.02940], [22.58571, 2.39250, -13.05778], [23.72782, 3.68316, -13.24437], [23.72300, 1.39192, -10.07171], [22.74615, 1.07815, -11.50924]], "forces_ev_per_a": [[-0.7666, 1.0809, 0.0550], [1.7503, -0.7348, 0.3857], [-1.4803, -0.2585, 0.4104], [0.8185, 0.4221, -0.6312], [-0.4403, 0.1210, 0.1649], [0.0939, -0.1245, -0.5436], [-0.2732, 0.2075, 0.4014], [-0.2856, -0.3742, -0.9301], [0.0376, 0.3728, 0.6135], [-1.6385, 0.4833, 0.1668], [0.2146, -0.8018, -0.5331], [0.1121, -0.3386, -0.2681], [0.2138, 0.6974, 0.0967], [0.4114, -0.1914, 0.1971], [0.7565, 0.1207, 0.6885], [-0.4875, -0.2322, -0.1669], [1.0227, -0.6210, -1.0907], [-0.3009, -0.2578, 0.0218], [-0.5187, 1.2421, 0.6785], [0.2590, -0.2131, 0.6911], [0.0629, 0.1542, -0.0946], [0.2798, -1.1182, 0.3756], [0.3216, 0.3436, -0.2597], [-0.4972, -0.3579, -0.1724], [-0.2154, 1.0461, -0.7624], [-0.1418, 0.0741, 1.1237], [0.1410, 0.1725, -0.3321], [0.3374, 1.8323, -0.6826], [0.2268, -0.7009, 0.2533], [-0.1823, 0.1920, 0.1120], [0.1493, -0.6738, 0.0065], [-0.1656, -0.3299, 0.1201], [-0.1101, -0.4194, 0.2148], [-0.4761, -1.1517, -0.0303], [0.3052, 0.9613, 0.2392], [0.8825, 0.1808, -0.0369], [-0.0576, 0.0532, -0.1206], [0.2876, 0.1662, -0.3162], [-0.7978, -0.0816, 0.3443], [-0.9733, -0.0028, -0.7696], [-0.0190, 0.0426, -0.0637], [0.5461, 0.0240, 0.2136], [0.3170, 0.4273, 0.1168], [0.2149, 0.0264, -0.2777], [-0.0143, -0.5340, 0.9518], [-0.0964, 1.5929, -1.3436], [0.5549, -1.3321, -0.8363], [0.1550, -0.6703, 0.4059], [-0.7391, -0.0899, 0.0179], [0.5982, -0.3684, 0.5461], [-0.3516, 0.7226, 1.6396], [-0.4832, 2.0121, 0.6984], [4.7339, 1.4011, -3.6156], [0.9228, 0.6429, 4.1349], [-5.2932, -4.5878, -1.9738], [0.3079, 0.7728, 0.0866], [-0.0659, 0.2427, 0.7409], [-0.5569, -0.2212, -0.6773], [0.2515, -0.2877, 0.3340], [2.0710, -2.0533, -4.2349], [0.2508, -0.1164, 0.9246], [-2.3844, 0.7769, 5.2933], [0.1456, 1.1486, -2.6995], [-0.1342, 0.4798, 0.1416], [-0.0428, -0.0383, 0.4364], [0.2178, -0.1189, -0.0618], [0.0637, 0.4131, 0.1926], [0.9237, 1.8509, 1.3522], [-4.3620, -1.9969, -2.3876], [3.7079, -2.0642, -1.0912], [-1.1698, 1.8929, 2.2369], [0.6326, 0.3333, 0.1679], [0.3717, -0.2550, -0.3627], [-0.3689, 0.1572, 0.1390], [0.4512, 0.3266, 0.0526], [-2.0385, -0.2668, -2.1684], [-0.9023, 0.1065, -0.1963], [1.4045, -0.5984, 5.8272], [0.6393, 0.3689, -3.4593], [-0.1411, -0.2346, 0.4802], [0.5851, -0.1927, 0.2288], [-0.0091, 0.5792, -0.8532], [0.4940, 0.2157, 0.0752], [1.9294, 3.3397, -2.1752], [1.1064, 1.4407, 0.6944], [-0.0991, -6.1041, 6.8266], [-3.3025, 1.4451, -6.7756], [0.2149, 0.2954, 0.6342], [-0.2478, -0.9491, 0.1770], [0.1115, 0.4379, -0.0453], [0.1142, -0.0117, 0.7112], [1.2284, 2.3309, 1.3376], [-0.7050, -1.4477, -1.8435], [0.0490, -3.3659, 2.0629], [-0.4332, 1.9340, -2.3338], [0.1592, -0.2818, -0.3537], [-0.0898, -0.0807, 0.6795], [-0.0968, 0.2603, -0.5260], [-0.0002, 0.2139, 0.4836], [-2.0390, -0.2831, -0.4417], [-1.2402, 0.6453, -0.4337], [-0.1009, -1.9108, -2.0184], [3.2304, 1.5373, 2.8579], [0.5734, -0.2558, 0.0353], [-0.6764, -0.4663, -0.6694], [-0.2181, 0.4616, 0.2208], [0.3757, 0.2289, 0.3501], [0.2558, -0.1560, -1.2040], [-1.6584, 1.0216, 0.2194], [3.8386, 0.3681, -2.4333], [-2.8712, -1.1513, 3.5891], [0.3524, 0.4616, -0.6189], [0.4312, -0.5021, -0.1456], [0.3964, -0.4548, 0.6814], [-0.9353, 0.0679, 0.3805], [1.0108, 0.4122, -0.3030], [2.7454, -1.0590, 0.2722], [-1.6535, -0.7008, -7.4310], [-1.5684, 1.7868, 6.6533], [-0.0495, -0.3465, -0.2276], [0.0554, -0.2255, -0.5062], [-0.6345, -0.2887, 0.4254], [0.1234, 0.2082, 0.9575], [-1.9162, 3.1432, -1.1425], [-2.3226, -1.5182, -0.5357], [-1.6984, 1.1334, 0.4254], [5.0496, -2.5571, 0.5646], [-0.1237, -0.0929, 0.1877], [-0.2463, -0.0578, -0.0971], [-0.0181, -0.5190, -0.1565], [0.7720, 0.1250, 0.5027], [-2.5938, 5.7654, 1.1633], [0.1003, -0.4308, -0.1513], [4.5520, -6.5482, 1.6244], [-1.4503, -0.0267, -3.2855], [-0.0537, 0.0734, -0.1659], [-0.0060, 0.1707, 0.3266], [-0.8645, 0.5347, -0.4480], [0.2408, 0.3035, 0.5459], [-5.2569, -0.2764, -1.1504], [-0.3062, 0.2342, 1.4268], [-1.8524, 0.3934, -2.7917], [7.1009, -0.1406, 2.4419], [-0.7748, 0.1872, -0.0262], [0.0152, -0.2122, -0.7090], [0.7090, 0.1804, -0.4825], [0.7811, -0.1393, 1.0972], [0.0665, 1.0978, 1.5085], [1.1238, -0.6182, 1.3308], [-4.0860, -4.0274, -0.3001], [2.7741, 3.4022, -1.9324], [0.0007, 0.0659, -0.4012], [-0.6479, -0.7752, 0.5896], [0.6268, 0.9285, -0.0478], [0.1717, -0.1665, -0.8691], [-0.0642, 0.0532, 0.9174], [-0.7361, -1.9424, 0.3136], [0.4850, 3.8207, 2.4307], [0.4042, -1.6057, -3.0553], [0.1929, 0.2570, -0.2154], [-0.2341, -0.2483, 0.1402], [-0.2991, -0.4288, -0.0672], [0.3313, 0.1301, -0.3494], [2.9689, 2.4661, 0.0914], [1.0442, 1.1312, 0.0409], [-0.8564, 1.2876, -3.3418], [-2.9320, -4.6985, 3.1751], [0.0072, 0.3724, 0.2204], [0.0128, -0.3568, 0.0242], [0.3355, -0.2169, -0.5597], [-0.4732, 0.0206, 0.6757]], "mulliken_charge": [2.56, 0.62, 2.30, 0.67, 0.16, 0.18, -1.29, -0.54, -0.97, 0.02, -0.74, 0.52, 0.09, -0.35, -0.06, -0.30, -0.44, 0.27, -0.11, 0.37, 0.22, 0.08, -0.58, 0.23, -0.10, 0.11, 0.19, -0.56, -0.45, 0.35, 0.38, 0.03, 0.25, -0.30, -0.62, -0.09, 0.37, 0.24, 0.30, -0.04, -0.20, -0.19, 0.35, -0.10, 0.06, -0.27, -0.68, 0.45, 0.25, -0.27, -0.45, 0.46, -0.45, -0.28, 0.13, 0.09, 0.26, 0.04, -0.26, 0.73, -0.68, -0.38, -0.24, 0.17, 0.21, 0.19, 0.04, 0.79, -0.83, 0.42, -0.31, -0.29, -0.04, 0.10, 0.28, 0.04, -0.72, 2.42, -0.26, -0.79, -1.27, 0.00, 0.26, 0.20, -0.46, -0.39, -0.27, 0.16, 0.29, 0.16, 0.25, 0.27, -0.28, -0.43, -0.31, 0.25, 0.15, 0.27, 0.22, 0.69, -0.68, -0.40, 0.03, 0.24, 0.15, 0.01, 0.09, 0.44, -0.76, -0.47, -0.48, 0.17, 0.19, 0.26, 0.14, 0.38, -0.30, 0.27, -0.26, -0.43, 0.15, 0.22, -0.04, -0.01, -0.07, 0.04, -0.19, -0.18, 0.06, 0.08, 0.07, 0.56, -0.55, -0.39, -0.21, 0.27, 0.13, 0.13, 0.18, 0.35, -0.23, -0.13, -0.30, -0.06, -0.23, 0.30, 0.10, 0.73, -0.85, -0.39, -0.35, 0.23, 0.14, 0.15, 0.20, 0.75, -0.79, -0.50, -0.32, 0.26, 0.14, 0.20, 0.10, 0.68, -0.71, -0.31, -0.29, 0.25, 0.19, 0.10, 0.23]}